[1]
Here is a structure of composition C40H40CsN11S2Sb2Se4 from the OMol25 dataset. Energies are from ωB97M-V with the def2-TZVPD basis set.

Atoms and positions in Å:
Cs -0.603 -0.363 0.175
N -4.513 -2.369 -2.384
C -3.234 -2.058 -2.132
N -2.375 -2.820 -1.527
C -2.834 -4.009 -1.025
N -2.176 -4.655 -0.119
N -1.282 -3.868 0.576
C -0.087 -4.293 0.669
C 0.856 -3.660 1.596
C 2.196 -4.055 1.609
C 3.052 -3.497 2.542
C 2.545 -2.579 3.446
C 1.200 -2.244 3.356
N 0.375 -2.755 2.455
C -4.102 -4.549 -1.519
C -4.532 -5.859 -1.304
C -5.800 -6.247 -1.685
C -6.668 -5.323 -2.269
C -6.264 -4.026 -2.495
C -4.970 -3.638 -2.132
H -5.138 -1.566 -2.603
H -2.904 -1.083 -2.482
H 0.270 -5.158 0.104
H 2.546 -4.780 0.886
H 4.099 -3.774 2.563
H 3.171 -2.113 4.194
H 0.772 -1.522 4.042
H -3.853 -6.544 -0.815
H -6.132 -7.264 -1.515
H -7.669 -5.627 -2.547
H -6.923 -3.293 -2.942
C -3.836 -0.110 5.347
C -3.346 0.970 4.459
N -3.940 2.101 4.254
N -3.166 2.725 3.321
C -2.120 1.985 2.920
S -1.008 2.429 1.769
N -2.222 0.850 3.684
N -1.574 -0.389 3.537
H -4.613 0.292 5.993
H -3.023 -0.523 5.943
H -4.256 -0.914 4.741
H -3.520 3.495 2.766
H -2.152 -0.869 2.831
H -0.674 -0.223 3.092
Se -5.845 0.658 -2.495
Sb -3.999 1.365 -1.002
Se -3.879 -0.265 0.861
Se -1.914 1.196 -2.392
Se -4.206 3.683 -0.233
C -0.377 -2.756 -4.649
C 0.673 -2.385 -3.660
C 1.894 -2.948 -3.340
C 2.370 -2.195 -2.249
N 1.507 -1.242 -1.932
N 0.496 -1.369 -2.801
C 3.636 -2.340 -1.470
H 0.060 -3.240 -5.521
H -0.925 -1.871 -4.974
H -1.096 -3.439 -4.192
H 2.356 -3.797 -3.817
H -0.305 -0.735 -2.740
H 4.503 -2.025 -2.056
H 3.800 -3.375 -1.167
H 3.576 -1.717 -0.578
S 2.535 0.495 1.522
Sb 2.350 2.510 0.529
C 4.357 3.031 0.037
C 5.389 2.141 0.283
C 6.695 2.480 -0.046
C 6.970 3.711 -0.620
C 5.938 4.606 -0.869
C 4.634 4.264 -0.543
C 1.441 2.775 -1.345
C 0.345 3.604 -1.539
C -0.091 3.874 -2.830
C 0.550 3.298 -3.911
C 1.606 2.417 -3.710
C 2.057 2.156 -2.429
C 1.916 4.125 1.831
C 2.451 4.013 3.111
C 2.278 5.034 4.032
C 1.571 6.174 3.677
C 1.040 6.289 2.403
C 1.213 5.268 1.480
H 5.159 1.181 0.733
H 7.497 1.778 0.145
H 7.988 3.975 -0.878
H 6.148 5.568 -1.321
H 3.829 4.963 -0.749
H -0.241 3.965 -0.703
H -0.980 4.473 -2.970
H 0.185 3.483 -4.913
H 2.067 1.918 -4.553
H 2.871 1.457 -2.273
H 2.977 3.108 3.396
H 2.686 4.933 5.030
H 1.424 6.969 4.398
H 0.472 7.167 2.125
H 0.779 5.369 0.497

Summary:
DFT total energy (eV): -355203.034
Highest occupied orbital energy (eV): -1.413
Kohn-Sham gap (eV): 4.604
Total charge: -2
Strongest force on any atom (eV/Å): 0.98
Relative energy (zero: lowest compared OMol25 entry of this formula, charge and spin) (kJ/mol): 115.2

***

[2]
Here is the molecule C31H43IN2O6S from the OMol25 dataset. Energies are from ωB97M-V with the def2-TZVPD basis set.

Atoms and positions in Å:
C -4.320 -0.670 2.788
C -4.644 -2.136 3.054
O -4.913 -2.857 1.843
C -3.842 -3.173 1.116
O -2.717 -3.173 1.533
C -4.188 -3.565 -0.290
C -3.102 -3.182 -1.280
C -3.078 -1.678 -1.583
C -1.825 -1.307 -2.327
C -1.884 -1.084 -3.715
N -3.116 -1.220 -4.396
C -0.733 -0.718 -4.421
O -0.815 -0.460 -5.780
C -1.313 0.848 -6.080
C -0.687 1.965 -5.269
C 0.501 -0.624 -3.784
O 1.622 -0.252 -4.488
C 0.565 -0.868 -2.418
C -0.582 -1.188 -1.692
N -0.429 -1.422 -0.307
C 0.261 -0.405 0.394
C -0.271 0.149 1.542
C 0.436 1.127 2.236
C -0.244 1.631 3.486
C -1.640 2.143 3.208
O -2.587 1.908 3.851
I -1.801 3.462 1.481
C 1.689 1.571 1.783
C 2.465 2.623 2.549
C 3.581 2.001 3.412
C 3.068 1.062 4.516
C 3.137 -0.424 4.171
O 1.830 -0.920 3.957
C 1.823 -2.313 3.728
C 2.239 1.024 0.591
C 3.592 1.498 0.099
C 3.655 2.258 -1.270
C 2.309 2.784 -1.758
C 4.431 1.482 -2.355
C 1.499 0.042 -0.072
S 2.092 -0.767 -1.535
H -4.755 -0.053 3.565
H -4.675 -0.364 1.810
H -3.244 -0.539 2.835
H -3.863 -2.617 3.632
H -5.554 -2.203 3.641
H -4.263 -4.654 -0.292
H -5.172 -3.196 -0.563
H -2.132 -3.512 -0.924
H -3.325 -3.715 -2.205
H -3.964 -1.377 -2.127
H -3.057 -1.168 -0.617
H -2.951 -1.221 -5.394
H -3.554 -2.099 -4.157
H -1.130 1.027 -7.134
H -2.396 0.898 -5.948
H 0.397 1.923 -5.278
H -1.070 2.022 -4.255
H -0.961 2.903 -5.754
H 2.042 -1.038 -4.850
H -1.303 -1.626 0.156
H -1.224 -0.207 1.910
H -0.344 0.817 4.199
H 0.297 2.430 3.978
H 1.836 3.251 3.170
H 2.922 3.295 1.828
H 4.216 1.427 2.743
H 4.179 2.813 3.822
H 2.063 1.328 4.821
H 3.702 1.225 5.387
H 3.576 -0.963 5.016
H 3.743 -0.577 3.276
H 0.838 -2.574 3.355
H 2.572 -2.604 2.991
H 2.000 -2.840 4.668
H 4.235 0.618 0.032
H 4.060 2.136 0.829
H 4.265 3.139 -1.079
H 1.570 2.012 -1.933
H 1.929 3.558 -1.096
H 2.476 3.277 -2.716
H 4.481 0.424 -2.135
H 5.464 1.826 -2.378
H 4.005 1.625 -3.344

Summary:
DFT total energy (eV): -67046.314
Highest occupied orbital energy (eV): -7.378
Kohn-Sham gap (eV): 7.889
Total charge: 0
Strongest force on any atom (eV/Å): 1.21
Structure (SMILES): CCOC(=O)CCCc1c(N)c(OCC)c(O)c2c1Nc1cc(CC(=O)I)c(CCCCOC)c(CC(C)C)c1S2

***

[3]
Here is a structure of composition C15H17N7O2RuS7 from the OMol25 dataset. Energies are from ωB97M-V with the def2-TZVPD basis set.

Atoms and positions in Å:
Ru 0.286 1.805 -0.674
S 0.833 2.502 -3.062
C 2.336 3.281 -2.745
C 3.308 3.188 -3.750
N 4.092 3.063 -4.584
C 2.607 3.938 -1.547
S 1.467 4.082 -0.271
C 3.869 4.489 -1.295
N 4.912 4.906 -1.046
N 1.421 -0.323 -1.391
C 0.294 -1.233 -1.178
C 0.605 -2.715 -1.407
C 0.174 -3.662 -0.280
C -1.220 -3.419 0.327
N -2.208 -2.930 -0.606
C -2.945 -1.805 -0.409
N -3.130 -1.207 0.728
N -3.629 -1.354 -1.496
C -0.821 -0.736 -2.173
O -1.302 -1.543 -2.972
O -1.157 0.460 -2.042
H 1.737 -0.398 -2.358
H 2.201 -0.542 -0.771
H -0.078 -1.062 -0.155
H 1.679 -2.847 -1.575
H 0.092 -2.992 -2.333
H 0.885 -3.591 0.546
H 0.223 -4.684 -0.667
H -1.129 -2.704 1.147
H -1.572 -4.358 0.773
H -2.066 -3.183 -1.573
H -2.724 -1.660 1.536
H -2.885 0.202 0.739
H -3.162 -1.490 -2.388
H -4.032 -0.436 -1.389
N -2.403 1.196 0.652
C -1.603 1.970 0.313
C 1.503 3.459 3.597
S -0.256 3.061 3.359
C -0.222 1.316 3.221
C 0.579 0.578 2.410
S 1.816 1.109 1.357
S 0.373 -1.175 2.585
C -1.000 -1.149 3.652
S -1.810 -2.508 4.078
S -1.409 0.456 4.189
H 1.529 4.509 3.866
H 2.039 3.295 2.669
H 1.902 2.844 4.396

Summary:
DFT total energy (eV): -108786.943
2S+1: 2
Highest occupied orbital energy (alpha / beta) (eV): -4.998 / -5.202
Kohn-Sham gap (alpha / beta) (eV): 6.064 / 5.978
Total charge: -1
Strongest force on any atom (eV/Å): 2.54
Relative energy (zero: lowest compared OMol25 entry of this formula, charge and spin) (kJ/mol): 390.2

***

[4]
Here is the molecule C3H7N3O2 from the OMol25 dataset. Energies are from ωB97M-V with the def2-TZVPD basis set.

Atoms and positions in Å:
C 1.362 1.434 1.239
N 1.576 0.491 0.438
C 0.531 -0.168 -0.246
N 0.831 -1.521 -0.372
N 0.232 0.415 -1.467
O -0.897 -0.040 0.735
C -2.012 -0.443 0.240
O -3.091 -0.495 0.744
H 2.222 1.859 1.741
H 0.372 1.787 1.522
H 0.108 -2.087 -0.793
H 1.208 -1.933 0.469
H -0.615 -0.045 -1.914
H 0.070 1.411 -1.405
H -1.896 -0.665 -0.930

Summary:
DFT total energy (eV): -11788.606
Highest occupied orbital energy (eV): -9.853
Kohn-Sham gap (eV): 10.377
Total charge: 0
Strongest force on any atom (eV/Å): 3.12
Relative energy (zero: lowest compared OMol25 entry of this formula, charge and spin) (kJ/mol): 261.2
Structure (SMILES): C=NC(N)(N)OC=O

***

- total charge of number 4 (C3H7N3O2)?
  0

***

- Look up the total charge of the second one.
  0